{"formula": "C6H10O2", "method": "ωB97M-V/def2-TZVPD", "largest_force_ev_per_a": 6.51, "e_above_lowest_kcal_mol": 201.93, "smiles": "C1=C\\OCCOCC/1", "homo_energy_ev": -8.2800, "gap_ev": 9.2, "total_energy_ha": -384.7806, "symbols": ["C", "C", "C", "C", "C", "C", "H", "H", "H", "H", "H", "H", "H", "H", "H", "H", "O", "O"], "positions_angstrom": [[0.78428, 0.68033, -0.44178], [1.08002, 0.42742, -1.94287], [-0.56915, -1.36796, -0.86994], [-1.02483, -0.99228, 0.35233], [-0.33192, -0.32120, 1.53173], [-0.40492, 1.26174, 1.34926], [-0.34205, 0.06489, -0.54803], [1.41283, -0.08943, 0.04452], [0.19550, 0.92000, -2.63367], [2.19151, 0.29313, -2.29615], [-1.11308, -1.86069, -1.55343], [-1.79219, -1.59674, 0.75451], [-0.75627, -0.79367, 2.53710], [0.86167, -0.76655, 1.57925], [0.16218, 1.65673, 2.19323], [-1.43703, 1.65472, 1.43046], [0.40178, -0.92791, -1.83765], [0.68165, 1.75747, 0.35113]], "mulliken_charge": [-0.42, -0.24, -0.40, -0.32, -0.53, -0.40, 0.29, 0.39, 0.25, 0.23, 0.47, 0.38, 0.39, 0.21, 0.34, 0.26, -0.42, -0.47]}



{"formula": "C24H29F3N4O6SZr", "method": "ωB97M-V/def2-TZVPD", "largest_force_ev_per_a": 1.46, "homo_energy_ev": -8.1724, "gap_ev": 8.2, "total_energy_ha": -2347.3976, "symbols": ["Zr", "C", "C", "C", "C", "C", "C", "C", "C", "C", "C", "C", "C", "H", "H", "H", "H", "H", "H", "H", "H", "H", "H", "H", "H", "H", "H", "H", "H", "H", "H", "F", "C", "F", "F", "C", "C", "C", "C", "N", "C", "S", "H", "H", "H", "C", "N", "C", "C", "C", "O", "N", "C", "O", "H", "H", "H", "H", "H", "O", "N", "O", "O", "C", "O", "H", "H", "H"], "positions_angstrom": [[0.24184, -0.54328, -0.02107], [-2.88116, 0.98442, -2.55827], [-2.23106, 1.59675, -1.34067], [-2.54423, 1.08573, -0.06173], [-3.56148, -0.02535, 0.08384], [-2.04230, 1.72389, 1.08158], [-2.41256, 1.24488, 2.46265], [-1.24483, 2.87212, 0.96171], [-0.73939, 3.50576, 2.23039], [-0.89335, 3.33983, -0.30257], [0.03995, 4.50671, -0.49966], [-1.36619, 2.68611, -1.45338], [-0.90649, 3.18039, -2.80321], [-2.81764, 1.63732, -3.42317], [-3.94032, 0.80172, -2.37987], [-2.43035, 0.02674, -2.83008], [-4.52862, 0.38991, 0.38381], [-3.26878, -0.75513, 0.83529], [-3.70341, -0.57904, -0.83683], [-3.12382, 1.93252, 2.93066], [-1.54192, 1.20239, 3.11952], [-2.86202, 0.25855, 2.45569], [0.01070, 2.86812, 2.70868], [-1.54292, 3.63691, 2.95669], [-0.28540, 4.47852, 2.07712], [-0.33346, 5.19030, -1.26256], [1.01862, 4.15897, -0.84442], [0.20413, 5.08781, 0.40129], [-1.43388, 4.08939, -3.10832], [-1.04233, 2.43833, -3.58361], [0.15622, 3.41868, -2.78528], [1.11267, -1.82574, -5.01571], [2.34091, -1.34977, -4.77640], [3.18407, -2.03638, -5.57000], [2.36819, -0.07530, -5.19486], [2.73037, -1.47964, -3.32880], [3.82734, -2.23436, -2.96911], [4.17471, -2.37555, -1.62817], [3.37544, -1.77838, -0.68015], [2.31948, -1.02920, -1.02502], [1.99364, -0.84266, -2.31687], [0.62603, 0.20589, -2.55035], [4.41235, -2.71767, -3.73961], [5.03524, -2.95046, -1.32052], [3.56941, -1.85958, 0.38163], [-1.70588, -3.49344, 3.22221], [-0.34139, -2.98592, 3.09681], [0.72208, -3.58847, 3.74309], [1.97703, -3.17696, 3.54676], [2.25926, -2.07330, 2.62228], [3.39481, -1.69409, 2.38769], [1.15726, -1.53047, 1.97972], [-0.06854, -1.97887, 2.24128], [-1.01512, -1.41866, 1.57912], [-1.80836, -3.96056, 4.19885], [-1.91918, -4.21629, 2.43517], [-2.40191, -2.66411, 3.14561], [0.45542, -4.39998, 4.40568], [2.80648, -3.64479, 4.05331], [0.28153, -2.77881, -0.46497], [-0.98276, -2.78982, -0.73958], [-1.69296, -3.73184, -0.59286], [-1.38904, -1.64459, -1.13591], [2.29164, 1.56127, 1.10394], [1.06558, 1.04197, 0.64698], [2.48591, 1.20413, 2.11740], [2.26229, 2.65307, 1.09056], [3.10243, 1.21935, 0.45661]], "mulliken_charge": [0.38, -2.21, 1.27, 0.63, -2.23, 1.90, -2.60, 0.65, -1.99, 1.28, -2.36, 1.48, -2.66, 0.47, 0.46, 0.27, 0.41, 0.16, 0.45, 0.49, 0.39, 0.42, 0.30, 0.39, 0.37, 0.44, 0.35, 0.37, 0.42, 0.52, 0.47, -0.22, 0.57, -0.31, -0.22, -0.32, -0.32, -1.10, -0.43, 0.36, 1.12, -0.51, 0.52, 0.47, 0.49, -0.95, 0.14, -0.21, -1.11, 0.46, -0.72, 0.48, 0.69, -0.28, 0.40, 0.30, 0.25, 0.38, 0.44, -0.58, 1.12, -0.66, -0.48, -1.09, -0.24, 0.32, 0.26, 0.28]}



{"formula": "C17H22N4O3Pt", "method": "ωB97M-V/def2-TZVPD", "multiplicity": 5, "largest_force_ev_per_a": 8.39, "homo_energy_ev": [-21.6534, -21.6163], "gap_ev": [8.9, 4.7], "total_energy_ha": -1223.2336, "total_charge": 4, "symbols": ["N", "C", "C", "H", "H", "H", "N", "C", "C", "H", "H", "H", "N", "C", "C", "H", "H", "H", "Pt", "C", "O", "C", "O", "C", "C", "C", "C", "C", "C", "H", "H", "H", "H", "H", "H", "C", "N", "C", "C", "O", "H", "H", "H", "H", "H", "H", "H"], "positions_angstrom": [[-2.33655, 0.02580, -0.72336], [-3.10757, -0.39707, -1.47959], [-4.07318, -0.96850, -2.39017], [-3.64361, -1.00751, -3.40051], [-4.99222, -0.36114, -2.40172], [-4.30539, -1.98218, -2.03839], [-0.42374, 1.06320, 2.64670], [-0.58893, 1.46675, 3.72453], [-0.75925, 1.80379, 5.10845], [-1.67357, 2.39816, 5.22874], [0.11180, 2.38077, 5.44505], [-0.83849, 0.86561, 5.67875], [2.14703, 1.09364, -0.43350], [3.11054, 1.08533, -1.07886], [4.33168, 1.03701, -1.84919], [5.08135, 0.49080, -1.26226], [4.69806, 2.05372, -2.05913], [4.13452, 0.51158, -2.79524], [-0.04326, -0.09616, 1.03784], [1.65824, -0.52245, 1.72063], [2.71641, -0.68793, 2.17853], [-1.44206, -1.26213, 1.52056], [-2.35607, -1.89834, 1.85089], [-2.10145, 2.92110, -0.48405], [-1.27524, 2.78371, -1.60662], [0.08109, 3.10795, -1.51581], [0.60800, 3.56850, -0.30246], [-0.21268, 3.68062, 0.82435], [-1.56897, 3.35773, 0.73320], [-3.16269, 2.67978, -0.55263], [-1.68488, 2.41863, -2.55211], [0.72681, 2.99525, -2.39057], [1.66321, 3.83380, -0.22947], [0.20970, 4.03345, 1.76895], [-2.22103, 3.45635, 1.60511], [0.85660, -3.76166, 0.59542], [0.92848, -3.67425, -0.86047], [1.26231, -4.88945, -1.59263], [0.70426, -2.53453, -1.54397], [0.41193, -1.43287, -1.05096], [1.83044, -4.10924, 0.98347], [0.09782, -4.51429, 0.87393], [0.59954, -2.78557, 1.05092], [0.45549, -5.14131, -2.28910], [2.17464, -4.73553, -2.17865], [1.40638, -5.69613, -0.87122], [0.80451, -2.65478, -2.64341]], "mulliken_spin": [0.05, 0.01, 0.00, 0.00, 0.00, 0.00, 0.14, 0.02, 0.00, 0.00, 0.00, 0.00, 0.05, 0.01, 0.00, 0.00, 0.00, 0.00, 1.24, 0.21, 0.02, 0.21, 0.02, 0.24, 0.10, 0.10, 0.24, 0.14, 0.14, 0.00, 0.01, 0.01, 0.00, 0.01, 0.01, 0.02, 0.58, 0.03, -0.09, 0.32, 0.03, 0.03, 0.01, 0.05, 0.05, 0.00, 0.00]}



{"formula": "C4H8O2", "method": "ωB97M-V/def2-TZVPD", "largest_force_ev_per_a": 5.29, "e_above_lowest_kcal_mol": 57.71, "smiles": "CC=O.CC=O", "homo_energy_ev": -9.2213, "gap_ev": 9.9, "total_energy_ha": -307.6205, "symbols": ["O", "C", "C", "H", "H", "H", "H", "O", "C", "C", "H", "H", "H", "H"], "positions_angstrom": [[1.33483, 1.61226, 0.93468], [1.31075, 1.04456, -0.14781], [1.97018, -0.11368, -0.68401], [0.64308, 1.65857, -0.80311], [1.24234, -0.80265, -1.13962], [2.78307, 0.06703, -1.31403], [2.35807, -0.70199, 0.18289], [-1.32348, 0.42891, -0.11999], [-1.80839, -0.66840, -0.34005], [-1.49909, -1.82224, 0.44777], [-2.75013, -0.68616, -0.90549], [-0.50917, -1.86874, 0.81536], [-2.13338, -1.89156, 1.27202], [-1.56542, -2.74530, -0.28088]], "mulliken_charge": [-0.51, 0.29, -0.94, 0.30, 0.22, 0.36, 0.27, -0.44, 0.10, -0.90, 0.36, 0.27, 0.34, 0.28]}